w | The following is a DFT calculation (ωB97M-V with the def2-TZVPD basis set) of an isolated molecule of C4H4F2O2.

Each line ends with the Mulliken charge.
CARTESIAN COORDINATES (ANGSTROEM)
F: 1.27534 0.89807 -0.68132  -0.288
F: -0.75217 -1.66124 0.40928  -0.250
O: -0.14367 0.10862 2.38882  -0.562
O: -0.15809 1.85862 1.00607  -0.375
C: 0.25762 0.67830 1.36281  0.500
C: 0.84872 0.03029 0.22767  0.415
C: -0.71050 -0.75170 -1.71565  -0.683
C: -0.25428 -0.75685 -0.48960  0.150
H: 1.60954 -0.71068 0.46508  0.239
H: -0.45922 2.15561 1.80632  0.320
H: -1.43990 -1.54588 -2.02895  0.321
H: -0.07338 -0.30318 -2.75053  0.213

Results
Structure (SMILES) ... C=C(F)[C@@H](F)C(=O)O
2S+1 ... 1



x | The following is a DFT calculation (ωB97M-V with the def2-TZVPD basis set) of a structure of composition C4H4F2O2.

Each line ends with the Mulliken charge.
CARTESIAN COORDINATES (ANGSTROEM)
F: -3.28614 -0.53202 -0.74830  -0.160
F: -0.81572 -1.69375 -0.78197  -0.273
O: 0.45585 1.41025 0.75950  -0.471
O: -2.80103 1.29734 0.37411  -0.325
C: -0.67261 -0.44292 -0.28607  0.011
C: 0.44880 0.17446 0.16368  0.448
C: 1.82049 -0.49250 -0.01917  -0.971
C: -2.57562 0.26355 -0.05727  0.578
H: 1.94496 -1.08031 0.90847  0.248
H: 1.26740 1.83076 0.77331  0.301
H: 1.65437 -1.13973 -0.91081  0.267
H: 2.55925 0.40487 -0.17549  0.345

Results
2S+1 ... 1



Which structure is the least stable? The one labeled x.



w | The following is a DFT calculation (ωB97M-V with the def2-TZVPD basis set) of an isolated molecule of C4H6F2.

Each line ends with the Mulliken charge.
CARTESIAN COORDINATES (ANGSTROEM)
F: 1.37970 0.23948 -1.01259  -0.276
F: 1.21600 -0.23103 1.11184  -0.263
C: -0.77983 -0.08438 -0.03779  0.700
C: -0.93648 1.37991 0.15510  -1.281
C: 0.68209 -0.52422 -0.10239  0.244
C: -1.76469 -0.97232 -0.14437  -0.876
H: -0.32126 1.94582 -0.50473  0.334
H: -2.79499 -0.65176 -0.30354  0.260
H: -1.92665 1.79096 0.00353  0.382
H: -0.65797 1.69013 1.18038  0.269
H: 0.75670 -1.59157 -0.43498  0.251
H: -1.62356 -2.05359 -0.05720  0.256

Results
Structure (SMILES) ... C=C(C)C(F)F
2S+1 ... 1



x | The following is a DFT calculation (ωB97M-V with the def2-TZVPD basis set) of an isolated molecule of C4H6F2.

Each line ends with the Mulliken charge.
CARTESIAN COORDINATES (ANGSTROEM)
F: -2.63877 0.12320 -1.11906  -0.287
F: 2.71107 0.01384 0.98764  -0.291
C: -1.88554 0.56404 -0.04819  -0.246
C: -0.63845 -0.28009 0.00526  -0.152
C: 1.88946 -0.57098 0.05558  -0.265
C: 0.62345 0.27048 -0.00840  -0.216
H: 0.70302 1.36852 0.00391  0.258
H: 1.74274 -1.58597 0.38568  0.270
H: -2.50160 0.42049 0.84500  0.216
H: -1.64844 1.64221 -0.16656  0.233
H: -0.73105 -1.38464 -0.00303  0.263
H: 2.37413 -0.58111 -0.93783  0.216

Results
Structure (SMILES) ... FC/C=C/CF
2S+1 ... 1



Which structure is the least stable? The one labeled x.



w | The following is a DFT calculation (ωB97M-V with the def2-TZVPD basis set) of an isolated molecule of C4H6F2.

Each line ends with the Mulliken charge.
CARTESIAN COORDINATES (ANGSTROEM)
F: -0.36271 2.06896 -0.43260  -0.250
F: 0.20600 -0.59382 2.49217  -0.282
C: -0.08427 1.10280 -1.28159  -0.134
C: -0.25473 -0.15184 1.35849  -0.396
C: 0.19104 -0.13542 -1.09329  -0.270
C: 0.41323 -0.82729 0.14344  -0.301
H: -1.36372 -0.37464 1.32164  0.235
H: 0.26241 -1.99122 0.13591  0.271
H: 0.20381 -0.68033 -2.11252  0.198
H: 1.45167 -0.85510 0.42161  0.257
H: -0.23499 0.90107 1.24558  0.330
H: -0.42775 1.53682 -2.19883  0.342

Results
Structure (SMILES) ... F/C=C\CCF
2S+1 ... 1



x | The following is a DFT calculation (ωB97M-V with the def2-TZVPD basis set) of an isolated molecule of C4H6F2.

Each line ends with the Mulliken charge.
CARTESIAN COORDINATES (ANGSTROEM)
F: -1.95209 1.19861 -0.03961  -0.276
F: -2.19817 -0.97672 -0.15564  -0.279
C: 1.09359 -0.66087 0.19022  -0.491
C: -1.35086 -0.00841 0.17775  0.153
C: 0.99350 0.77712 -0.09602  -0.580
C: -0.10384 -0.08780 -0.53078  0.027
H: 1.62582 1.26660 -0.75859  0.309
H: 1.00111 -1.09802 1.24108  0.225
H: 0.73365 1.34313 0.84440  0.179
H: -1.29757 -0.16442 1.29406  0.198
H: 1.75095 -1.21478 -0.55902  0.226
H: -0.29610 -0.37443 -1.60786  0.309

Results
Structure (SMILES) ... FC(F)C1CC1
2S+1 ... 1



Which structure is the least stable? The one labeled w.



w | The following is a DFT calculation (ωB97M-V with the def2-TZVPD basis set) of a cluster of 7 separate species, C10H35N9O8 in total.

Each line ends with the Mulliken charge.
CARTESIAN COORDINATES (ANGSTROEM)
O: -0.52201 -28.55073 1.34742  -0.752
O: -1.21571 -26.77008 10.31923  -0.326
O: -2.00353 -25.08806 4.81608  -0.754
O: 0.17795 -31.75542 7.35479  -0.224
O: 2.11092 -26.98418 7.85369  -0.603
O: -1.50784 -27.77841 5.60094  -0.500
O: -2.75223 -26.87544 7.85567  -0.533
O: -4.15490 -30.95683 3.29334  -0.698
N: -1.31427 -24.36075 6.83283  -0.295
N: -3.26966 -30.20423 1.33634  -0.332
N: -2.34343 -29.59060 3.34693  -0.122
N: -1.01118 -29.67893 9.92759  -0.456
N: 3.36113 -26.10124 6.18187  -0.443
N: -0.99686 -26.43959 2.06560  -0.233
N: -0.95151 -23.06085 4.96195  -0.395
N: -0.51774 -26.84072 -0.14784  -0.417
N: 1.26055 -26.95418 5.75786  -0.012
C: -1.21861 -30.85899 9.08262  -0.580
C: -1.47262 -24.20964 5.48883  0.648
C: 0.07224 -31.60190 8.75829  -0.569
C: 1.37630 -32.35406 6.97645  -0.826
C: -0.64487 -27.35103 1.11674  0.708
C: -1.18041 -25.87008 11.40703  -0.958
C: -3.31397 -30.29437 2.70219  0.571
C: 0.03425 -27.48981 10.19552  -0.950
C: -0.18339 -28.65517 9.28169  0.264
C: 2.22772 -26.69408 6.67197  0.560
H: 0.73371 -26.80305 9.71589  0.462
H: -0.32408 -25.19359 11.39195  0.335
H: -1.28039 -25.53476 1.74107  0.152
H: 1.41273 -32.44273 5.88960  0.258
H: -0.70671 -23.79560 7.39641  0.190
H: -0.64506 -22.34750 5.59688  0.164
H: -1.83599 -27.73970 6.51589  0.197
H: -2.37645 -26.85412 8.75097  0.411
H: 0.35952 -27.84556 11.17456  0.419
H: 2.24865 -31.73344 7.23949  0.317
H: -0.62744 -28.32840 8.33037  -0.526
H: 1.33694 -26.74634 4.77961  0.162
H: -2.48579 -29.73115 0.91928  0.200
H: -2.38938 -29.53252 4.34816  0.021
H: -1.80899 -26.94388 5.21453  0.308
H: -1.83417 -31.56553 9.64618  0.330
H: -1.81456 -30.60563 8.19758  0.303
H: 0.06867 -32.58611 9.23868  0.389
H: -1.67000 -29.03193 2.83768  0.160
H: 1.56195 -33.35604 7.38471  0.306
H: -0.31366 -25.86850 -0.29613  0.171
H: -3.80745 -30.85872 0.80278  0.209
H: 3.57855 -26.00320 5.20729  0.152
H: -1.66527 -25.21924 7.23316  0.195
H: 0.77662 -29.10273 9.02805  0.504
H: -3.67255 -26.61274 7.95090  0.221
H: -2.09443 -25.27189 11.35824  0.300
H: 0.40580 -27.40208 6.07236  -0.012
H: -1.15232 -26.74144 3.01023  0.141
H: -0.35888 -27.43998 -0.93557  0.237
H: -1.92391 -29.25195 10.05198  0.326
H: 0.94964 -31.05349 9.12082  0.451
H: -1.25966 -26.42805 12.34573  0.299
H: 4.13877 -25.97710 6.80333  0.240
H: -1.09919 -22.85546 3.99328  0.234

Results
Structure (SMILES) ... COCCNCCOC.NC(N)=O.NC(N)=O.NC(N)=O.NC(N)=O.O.O
2S+1 ... 1



x | The following is a DFT calculation (ωB97M-V with the def2-TZVPD basis set) of a cluster of 7 separate species, C10H35N9O8 in total.

Each line ends with the Mulliken charge.
CARTESIAN COORDINATES (ANGSTROEM)
O: 5.30111 -0.07631 -0.68558  -0.661
O: 0.78624 0.99508 -0.01518  -0.140
O: 3.35683 1.83677 1.49689  -0.567
O: 1.00060 2.87315 4.38009  -0.722
O: 2.44677 -1.91470 -3.16372  -0.629
O: 2.34668 3.17203 -2.67846  -0.692
O: -1.50483 2.31941 0.89450  -0.266
O: -4.81289 -1.82447 0.85762  -0.271
N: 4.99136 -2.29519 -0.38207  -0.409
N: 0.40163 -1.49400 -2.45842  -0.177
N: 1.83941 1.04823 -2.96471  -0.121
N: 0.80844 -3.48485 -3.33798  -0.427
N: 1.00259 0.81531 3.48206  -0.249
N: -0.03463 1.10475 5.30243  -0.405
N: -1.83872 -0.62345 1.16807  -0.127
N: 2.44434 2.13513 -4.70389  -0.412
N: 3.37825 -0.82561 0.06813  -0.332
C: -2.75554 1.76071 1.07540  -0.656
C: 4.60194 -1.00471 -0.36924  0.607
C: 2.28588 2.18652 -3.39803  0.576
C: -1.54836 3.43157 0.06401  -1.033
C: -5.97856 -2.57709 0.49251  -0.820
C: 0.69138 1.65519 4.39072  0.696
C: 1.29134 -2.23904 -3.03795  0.562
C: -3.65257 -2.39342 0.34651  -0.654
C: -2.58309 0.45890 1.85006  -0.875
C: -2.39499 -1.48535 0.11085  -0.619
H: 2.52598 3.01775 -5.18805  0.260
H: -6.04839 -2.83423 -0.56442  0.337
H: -0.56049 -1.74809 -2.63123  0.229
H: 3.99513 1.75846 2.20589  0.257
H: -0.71276 1.70750 5.74619  0.235
H: 0.68153 -0.54962 -2.23501  0.281
H: 2.10911 1.25702 -5.07356  0.171
H: 2.64470 -1.48347 -0.15373  0.259
H: -3.53719 0.08780 2.22432  0.427
H: -2.07061 4.27057 0.52382  0.359
H: -6.93920 -2.15766 0.79144  0.276
H: 1.87253 0.10570 -3.32615  0.083
H: 1.66981 1.20083 -1.98081  -0.068
H: 1.61434 1.10522 2.73252  0.104
H: -3.31594 1.66571 0.14533  0.450
H: -3.31897 2.48905 1.65864  0.441
H: -6.03775 -3.55571 0.96886  0.335
H: 1.57605 1.28190 0.44326  0.107
H: 0.57945 -0.09558 3.37564  0.182
H: -2.09078 0.81658 2.75438  0.162
H: -0.12616 -3.83959 -3.19383  0.151
H: 3.08954 0.12324 0.25896  0.147
H: -0.58344 3.78938 -0.29516  0.317
H: -0.10283 0.09706 5.30457  0.196
H: -1.58496 -2.13783 -0.21507  0.402
H: 1.45745 -4.04471 -3.87224  0.244
H: -2.56810 -0.73547 -0.66104  0.326
H: 4.42809 -2.99104 0.08549  0.169
H: 5.88694 -2.60272 -0.73344  0.223
H: -3.35811 -3.17891 1.04250  0.304
H: -0.86960 -0.34251 1.12352  0.189
H: 3.79948 2.36515 0.83274  0.236
H: -2.09323 3.23370 -0.85906  0.384
H: -3.94686 -2.96256 -0.53529  0.413
H: 0.06473 1.33245 0.51569  0.236

Results
Structure (SMILES) ... COCCNCCOC.NC(N)=O.NC(N)=O.NC(N)=O.NC(N)=O.O.O
2S+1 ... 1



Which structure is the least stable? The one labeled x.